Here is a structure of composition C13H7AlBrNO6S from OMol25. Energies are from wB97M-V/def2-TZVPD.

Output
* multiplicity: 1
* relative energy (zero: lowest compared OMol25 entry of this formula, charge and spin): 0.00 kcal per mole
* E: -114845.6988 eV
* Kohn-Sham gap (alpha / beta): 7.77 / 5.55 eV

Last column: Löwdin charge in e.
Element x y z (Å)
H -4.3443 -0.1312 3.3824  0.113
N 1.6925 -0.9998 -1.1850  0.020
C 2.3449 -3.1351 -1.9919  -0.072
O 1.8762 1.0895 0.3104  0.053
O -1.8119 3.8288 -0.3545  0.111
H -4.6001 2.3209 3.0749  0.116
S -0.9661 -0.6102 0.0669  0.995
C 3.4161 -3.1394 -1.1138  -0.016
C 1.5083 -2.0311 -1.9916  -0.685
H 4.4367 -2.0009 0.4361  0.131
H -3.2351 3.5105 1.3861  0.127
C -1.4310 2.6882 -0.2365  -0.510
Br 0.0409 -1.9432 -3.1665  0.862
O 0.8069 1.6996 -3.7031  -0.066
C 2.7284 -1.0097 -0.3364  -0.130
Al 0.7289 0.8539 -1.0468  -0.059
C -3.7474 0.3948 2.6503  -0.061
O 3.7081 0.3180 1.3570  0.129
C -2.0331 0.3888 0.9167  -0.543
C -2.8448 -0.2844 1.8731  -0.100
H 4.0889 -3.9863 -1.0933  0.120
O -0.4441 2.1852 -0.9067  0.037
H 2.1549 -3.9564 -2.6657  0.109
C -3.8857 1.7700 2.4773  -0.021
C -3.1193 2.4466 1.5347  0.003
C 3.6188 -2.0582 -0.2668  0.036
C 2.8283 0.2241 0.5416  -0.498
H -2.7191 -1.3544 1.9730  0.100
O 1.3890 1.1239 -2.6715  -0.213
C -2.1861 1.7974 0.7495  -0.087



Here is a cluster of 2 separate species, C13H7BrClINO4 in total at a distorted geometry from OMol25. Energies are from wB97M-V/def2-TZVPD.

Output
* multiplicity: 1
* E: -113936.5531 eV
* charge: -1
* Kohn-Sham gap: 5.13 eV

Last column: Löwdin charge in e.
Element x y z (Å)
C -1.9550 0.3389 1.5852  -0.067
O 2.9359 2.0146 0.4645  0.175
C -3.2339 -1.6066 -0.2931  -0.772
H 2.3643 -2.3846 2.1412  0.051
C 2.1899 1.5011 1.2185  -0.351
O 2.2490 -0.0432 -4.5184  -0.523
H -3.0130 0.0729 1.7345  0.104
C -1.3682 0.0862 0.3119  -0.247
H -1.4808 -1.1625 -1.4458  0.064
C 0.7219 1.0070 1.0864  -0.142
I 0.9540 0.1217 -1.8789  1.106
C -2.1851 -0.5804 -0.8104  -0.152
C 1.2481 1.8131 3.2899  -0.333
Br -2.8536 -2.8795 1.1596  0.680
H 1.3574 0.1025 -6.4142  0.032
C 2.3353 -1.3820 2.5560  0.146
N 2.4487 1.2213 2.6668  0.051
C 0.0037 0.4427 0.0189  -0.538
C 2.3765 -0.1848 2.6461  -0.158
C 1.5239 -0.5586 -5.5294  -0.507
Cl -1.9003 1.2228 4.2496  0.665
H 0.4772 -0.8746 -5.2924  0.023
O -4.3130 -1.6554 -0.7767  0.028
C 0.1249 1.2225 2.4005  -0.110
C -1.2126 0.9180 2.6557  -0.559
H 1.9254 -1.4809 -6.0157  0.031
O 1.1953 2.5755 4.1924  0.165
H -2.6942 0.1702 -1.4395  0.138



Here is a structure of composition C13H7BrCoN2O6 from OMol25. Energies are from wB97M-V/def2-TZVPD.

Output
* multiplicity: 4
* E: -136532.2930 eV
* Kohn-Sham gap (alpha / beta): 8.80 / 8.81 eV

Last column: Mulliken spin population.
Element x y z (Å)
H -0.5578 -0.5788 -4.7242  0.000
H -2.4642 2.8347 3.2162  0.000
O -3.8282 0.9707 2.2194  0.014
O 1.4652 -4.0635 -0.2062  0.012
C 0.8590 -2.9303 -2.7294  0.003
O 3.0479 1.6375 1.0972  0.000
N -0.3922 -1.3475 -1.4758  0.030
H 0.8660 -2.6268 -4.8562  -0.001
C -0.3487 3.2126 2.9437  0.001
C -1.5158 1.3537 2.0176  -0.002
O -2.6095 -0.5335 1.0725  0.056
H 1.4826 -3.8119 -2.7138  0.000
H 3.7301 1.2153 0.5527  0.000
C 0.7401 -3.0915 -0.1842  -0.001
O 0.2159 -2.5223 0.8497  0.062
Co -0.7769 -0.8946 0.4989  2.777
C -0.6987 -0.7103 -2.5912  0.002
C 1.8886 1.0360 0.8123  0.006
Br -1.7545 0.8437 -2.3982  0.004
C 0.8102 2.7484 2.3286  0.001
C -1.5289 2.5155 2.7798  0.002
N -0.4026 0.9057 1.4450  0.035
C 0.3857 -2.4382 -1.5302  -0.001
H -0.3202 4.1170 3.5365  -0.001
C -2.7904 0.5339 1.7670  -0.008
O 1.7755 0.1501 0.0050  0.005
C -0.2757 -1.1281 -3.8391  0.002
C 0.5158 -2.2665 -3.8977  0.000
C 0.7345 1.5931 1.5799  0.001
H 1.7473 3.2760 2.4240  0.000



Here is a structure of composition C13H7Cl2CoInN3O3 at a distorted geometry from OMol25. Energies are from wB97M-V/def2-TZVPD.

Output
* multiplicity: 5
* E: -92003.2102 eV
* charge: +4
* Kohn-Sham gap (alpha / beta): 5.37 / 4.82 eV

Last column: Mulliken spin population.
Element x y z (Å)
Cl 2.4289 -2.9634 -2.4025  0.084
C -2.0692 2.7314 0.2252  0.266
C 0.0027 2.9082 1.4314  0.276
H -2.7174 2.2434 -0.5112  0.004
H 1.0324 2.5854 1.6289  0.005
C -0.0438 -0.2443 -2.0588  -0.002
C -0.0354 -2.8032 1.1959  0.001
H -3.6419 4.1054 0.8091  -0.008
H -0.1632 -0.8144 -2.9566  0.000
In 1.0807 -2.8216 -0.5360  -0.016
C 0.5169 0.1450 0.0584  -0.001
Cl 2.8249 -4.0902 0.6496  0.087
O 2.2597 -6.3893 -4.1788  0.028
H 0.0953 4.4965 2.9122  -0.007
C -2.6060 3.7823 0.9758  0.210
H 0.8194 -0.0014 1.0641  0.000
C -2.3695 5.5740 2.6618  0.037
H -1.1691 1.5774 -2.2823  0.000
C 2.7129 -6.8178 -0.7169  0.014
N 0.6211 -0.7441 -0.9151  -0.002
O 2.7658 -7.8598 -0.2331  0.023
C -0.7570 2.2863 0.4326  0.017
O -0.6745 -2.8107 2.1746  0.000
N -0.2280 1.2053 -0.3471  0.002
Co 2.6088 -5.1923 -1.5002  2.783
C -0.5174 3.9858 2.1582  0.206
C 2.4018 -5.9146 -3.1410  -0.003
C -0.5552 0.9273 -1.7328  0.002
C -1.8217 4.4355 1.9300  0.027
N -2.8020 6.4777 3.2046  -0.028



Here is an isolated molecule of C13H7Cl2NO2S at a distorted geometry from OMol25. Energies are from wB97M-V/def2-TZVPD.

Output
* multiplicity: 1
* E: -55057.4593 eV
* structure (SMILES): O=Cc1cccc(C(=O)Sc2cc(Cl)ccc2Cl)n1
* Kohn-Sham gap: 8.30 eV

Last column: Löwdin charge in e.
Element x y z (Å)
H 2.1554 0.6093 3.3869  0.118
H -3.5731 0.3449 0.7050  0.100
C 3.0822 -2.1743 0.8031  -0.066
C 3.1310 -1.3194 2.9778  -0.618
C 2.1496 -1.1416 0.3926  -0.549
C -1.6579 0.8217 -0.1604  -0.248
Cl 3.6219 -1.5909 4.6736  0.631
H 0.1095 1.7198 -3.5979  0.122
H -4.8708 0.3459 -1.1426  0.123
C -3.8109 0.6050 -1.2967  -0.067
N -1.0789 1.1760 -1.3281  0.080
C -3.0116 0.5557 -0.1457  0.001
O -1.5751 1.9854 -4.7609  0.029
H -3.8869 1.1984 -3.3723  0.129
O -1.0286 0.5616 2.2240  0.033
C -0.9898 1.6594 -3.7271  -0.150
H 3.0554 -3.0503 0.2260  0.099
Cl 1.1603 -1.1390 -1.1173  0.628
H 4.1826 -3.0037 2.3463  0.124
C -0.7686 0.9593 1.0997  -0.583
C 1.8413 -0.1302 1.3270  -0.546
C 2.3548 -0.1795 2.6597  -0.054
S 0.9278 1.2234 0.7037  0.982
C -3.2614 1.0371 -2.4625  0.019
C 3.5207 -2.1891 2.0579  -0.171
C -1.7788 1.1151 -2.4717  -0.164



Here is a cluster of 28 separate species, C13H83Br2F3INO27P3 in total at a distorted geometry from OMol25. Energies are from wB97M-V/def2-TZVPD.

Output
* multiplicity: 1
* relative energy (zero: lowest compared OMol25 entry of this formula, charge and spin): 39.65 kcal per mole
* E: -255804.6465 eV
* charge: -1
* Kohn-Sham gap: 5.12 eV

Last column: Löwdin charge in e.
Element x y z (Å)
C 2.5521 1.3471 0.0829  -0.781
O -1.7643 -4.5075 -1.9562  -0.052
O 0.9359 -4.1289 2.2999  -0.042
H 0.1353 -3.7687 2.7017  0.035
N -2.7553 3.9889 -0.0689  -0.368
P -2.6116 2.5098 0.5252  0.549
C -2.4350 -0.5583 1.3775  -0.248
O 8.1712 1.8146 -4.0988  -0.048
H -0.7509 -3.4813 -3.8207  0.035
O 3.6136 -5.7903 4.2660  -0.063
H -2.3119 0.9292 -4.5491  0.026
H -3.3242 0.1522 -7.6573  0.040
O 4.2860 -3.7855 -2.8892  -0.061
F 3.7419 -0.6996 0.4071  0.005
O 8.6689 1.3594 -1.0544  -0.054
O -6.5615 4.4367 7.0944  -0.058
H -5.8911 4.4340 6.4008  0.033
O 1.5734 1.3254 7.4711  -0.063
O -6.9296 2.4039 -1.1780  -0.119
H 7.6248 -1.5396 -1.8712  0.069
H -0.4402 -0.3293 0.7614  0.030
O 9.0783 -0.8811 -7.0391  -0.071
H 4.4757 3.2055 -2.6667  0.028
H 1.2918 -5.1696 6.2284  0.027
C 0.1071 1.9031 -0.4050  -0.362
O -7.7232 7.0447 -2.2311  -0.067
H 3.0050 -3.1848 4.2371  -0.014
H -5.5652 5.6925 -1.5110  0.017
H -6.8023 -0.1171 5.2607  0.018
H 4.0405 -4.0341 -1.9904  0.045
H -4.6198 3.6799 3.2205  0.047
H -1.0428 0.6197 2.4723  0.080
O -7.4015 -0.6058 5.8388  -0.071
H -1.8551 -5.4661 -1.9842  0.043
H -3.4431 -0.1917 1.2114  0.049
H 0.4643 0.5191 -4.6823  0.056
O -5.2889 -1.6991 -4.4675  -0.115
H 0.1845 -0.8966 7.3290  0.029
O 1.5329 -6.0917 6.3898  -0.052
H -6.1586 1.8569 -0.9601  -0.095
H -4.9266 -2.5916 -4.4511  0.023
H -2.3425 4.0088 -1.0041  -0.078
C -1.8151 -0.1008 2.7204  -0.430
C -0.5598 -2.4445 -4.0515  -0.174
H 4.4425 -2.8342 -2.8413  0.000
Br 2.2083 1.0613 2.0113  0.860
H 7.8236 0.9942 -3.7277  -0.012
H -4.8798 2.5187 4.1748  0.003
O 0.9814 -2.0820 0.3458  -0.069
H -7.0462 5.2578 6.9559  0.040
H 6.5270 -0.4864 -1.9377  -0.005
H 2.8916 -5.4286 4.7940  -0.022
H -1.3738 -1.2387 -0.3369  0.039
H 9.4191 -0.7083 -6.1522  -0.008
H 2.6006 -4.1125 -2.8308  -0.006
H 9.3142 -0.8711 -3.6266  0.011
I -3.9569 0.3565 -1.7670  0.558
C 1.3179 1.0491 -0.7359  -0.389
O 7.2115 -0.9093 -2.4738  -0.059
H 1.4129 -3.3154 -2.3053  0.016
H 2.1861 1.4432 6.7369  0.038
H -1.9999 -2.1196 -2.5177  0.022
H -5.0656 -1.3427 -3.5933  -0.105
H 4.5303 -2.5717 2.1947  0.047
H 1.1609 -0.0107 -0.5798  0.038
P -0.6020 -0.0842 -2.6244  0.827
H 8.4909 2.3044 -0.9888  0.046
H 0.4575 -2.1458 -3.8142  0.018
H 3.3868 -2.8823 5.6801  0.057
O 9.9954 -1.2942 -4.1642  -0.043
C -0.2010 1.0587 -4.0178  -0.407
C -1.4691 1.5750 -4.7504  -0.166
H -8.2790 -0.4310 5.4821  0.034
H -4.2784 5.7544 -0.7037  -0.013
H -1.0078 -4.3578 -1.3763  0.038
H -2.3107 -1.2293 -4.0326  0.029
H -1.9598 2.5884 1.7838  -0.024
H 10.4089 -1.9317 -3.5727  0.048
H -5.0818 1.1411 6.9827  0.055
H -1.6451 -2.1739 3.4235  0.084
O -2.5594 0.7189 -7.5059  -0.061
H 1.6923 -1.7000 0.8750  0.005
O 4.5006 2.8844 -3.5753  -0.078
H 0.7088 -6.5764 6.2671  0.050
H 0.8625 -1.9742 6.4924  0.013
H 7.9931 1.0353 -1.6558  -0.027
O -5.5337 1.6382 6.2921  -0.052
O -4.6157 2.7162 3.2668  -0.090
F 2.9268 2.6271 -0.0225  0.027
H 1.3555 -4.6284 3.0117  0.024
H 4.9931 2.0587 -3.5225  -0.026
O 4.1702 -3.2326 2.7966  -0.044
H 0.3524 1.9199 -3.6485  0.061
O -3.2037 4.1721 -4.1817  -0.063
O 2.6228 -3.0640 5.1215  -0.059
P -1.5785 1.0993 -0.9485  0.145
H 1.3149 -2.9554 0.1035  0.028
C -2.8327 0.4784 3.7104  -0.079
H 1.6132 1.2935 -1.7492  0.042
H -6.3143 1.9995 6.7319  0.034
H -1.7406 2.1828 -1.8981  -0.064
H 9.2694 -1.8138 -7.1819  0.031
H 0.2203 2.8505 -0.9218  0.077
H -0.6306 -0.9327 4.2851  0.050
C -1.5683 -1.5060 -3.2910  -0.488
H -0.7412 -2.3466 -5.1176  0.060
F 4.8881 1.0013 -0.0830  0.048
H -2.5373 -1.6376 1.4913  0.103
H -1.6847 2.6015 -4.4849  0.032
H 0.7130 1.5336 7.0893  0.035
Br 3.6952 -0.0995 -2.1812  0.984
O -5.0591 6.2781 -0.9352  -0.092
H -2.6271 0.0785 4.7062  0.066
H -2.7500 1.5451 3.7976  0.041
H -3.3290 5.1276 -4.1531  0.038
H 4.0863 -6.3627 4.8790  0.042
H -3.9209 2.0553 0.8024  -0.064
H 3.4699 -3.6620 2.2876  0.038
H 7.9700 1.7552 -5.0404  0.049
C -1.3974 -0.3390 0.2669  -0.413
O 0.2709 -1.2153 6.4233  -0.063
H -0.1771 -1.4106 2.6841  0.050
H -2.8747 1.6068 -7.7074  0.040
H -7.2104 7.3955 -1.4917  0.023
H -7.4402 1.8465 -1.7750  0.019
H -8.4196 6.5264 -1.8132  0.035
H -3.8555 0.2052 3.4846  0.072
C 3.7182 0.4025 -0.3132  -0.917
H 0.0144 2.1618 0.6458  0.020
H -4.0959 3.8148 -4.2606  0.044
O 1.9083 -4.1352 -2.1575  -0.080
H -1.2870 1.5548 -5.8130  0.035
C -1.0393 -1.2760 3.3368  -0.079



> multiplicity of number 4 (C13H7Cl2CoInN3O3)?

5



> E of number 3 (C13H7BrCoN2O6)?

-136532.2930 eV



> Which value of E does entry 5 give?

-55057.4593 eV